# C26H49O4Se2SiW

A molecular structure, C26H49O4Se2SiW (ωB97M-V/def2-TZVPD, the OMol25 dataset).

LUMO energy (alpha / beta): -3.87 / -3.84 eV
total energy: -176340.4665 eV
total charge: +1
E_HOMO (alpha / beta): -10.2 / -10.2 eV

Atoms and positions in Å:
W  -0.685  -0.613  -1.765
C  -2.929  2.183  -2.770
Se  -1.938  0.620  -3.491
C  -0.508  1.808  -4.277
C  0.704  1.023  -4.702
Se  1.451  -0.123  -3.226
C  3.215  0.817  -3.163
H  -2.320  2.729  -2.053
H  -3.833  1.812  -2.292
H  -3.201  2.825  -3.606
H  -0.264  2.540  -3.499
H  -0.951  2.320  -5.135
H  1.510  1.693  -5.004
H  0.467  0.348  -5.527
H  3.641  0.730  -4.160
H  3.830  0.268  -2.455
H  3.122  1.853  -2.858
C  -1.592  -4.499  -2.523
C  -0.780  -3.290  -2.030
C  0.657  -3.720  -1.667
C  -0.651  -2.179  -3.027
C  -1.519  -2.607  -0.868
C  -1.254  -2.862  0.495
C  -2.174  -2.544  1.471
C  -3.392  -1.950  1.134
C  -3.650  -1.608  -0.177
C  -2.724  -1.904  -1.193
H  -1.084  -4.957  -3.369
H  -2.587  -4.195  -2.847
H  -1.698  -5.243  -1.736
H  1.175  -4.041  -2.569
H  0.668  -4.550  -0.964
H  1.203  -2.866  -1.246
H  -0.287  -2.495  -4.007
H  -0.345  -3.372  0.781
H  -1.966  -2.788  2.502
H  -4.148  -1.796  1.888
H  -4.599  -1.165  -0.450
H  -3.102  -1.937  -2.222
C  -2.341  1.605  0.588
C  -1.907  1.567  2.059
C  -1.375  2.939  2.478
C  -3.085  1.167  2.948
O  -0.916  0.558  2.224
Si  0.461  0.312  1.389
O  0.184  -0.190  -0.125
O  1.281  -0.919  2.015
C  1.911  -1.112  3.276
C  0.934  -1.851  4.190
C  2.308  0.223  3.894
C  3.158  -1.956  2.997
O  1.194  1.779  1.342
C  2.139  2.306  0.432
C  2.812  3.504  1.105
C  1.377  2.769  -0.820
C  3.163  1.229  0.078
H  -3.194  2.266  0.450
H  -2.613  0.597  0.267
H  -1.507  1.951  -0.023
H  -2.105  3.712  2.245
H  -0.447  3.143  1.956
H  -1.171  2.955  3.544
H  -3.888  1.896  2.867
H  -2.759  1.114  3.983
H  -3.448  0.186  2.656
H  0.015  -1.277  4.271
H  1.369  -1.975  5.176
H  0.694  -2.827  3.777
H  1.427  0.839  4.046
H  2.986  0.752  3.230
H  2.805  0.061  4.845
H  2.875  -2.921  2.584
H  3.734  -2.108  3.905
H  3.785  -1.444  2.270
H  2.060  4.219  1.433
H  3.492  3.989  0.409
H  3.369  3.176  1.976
H  0.686  3.569  -0.557
H  0.804  1.921  -1.223
H  2.060  3.143  -1.578
H  3.567  0.808  0.993
H  3.983  1.640  -0.502
H  2.662  0.425  -0.466

# C26H50Cl3GeN6O3RbS2Si

A molecular structure, C26H50Cl3GeN6O3RbS2Si (ωB97M-V/def2-TZVPD, the OMol25 dataset).

LUMO energy (alpha / beta): 2.04 / 0.16 eV
2S+1: 2
⟨S²⟩: 0.752
total energy: -167151.8445 eV
total charge: -1
E_HOMO (alpha / beta): -4.5 / -4.5 eV

Atoms and positions in Å:
Rb  0.265  0.224  -0.496
C  -2.645  2.756  3.052
C  -2.377  1.884  1.853
N  -1.797  2.312  0.786
N  -1.488  3.636  0.823
C  -0.900  4.113  -0.263
N  -0.707  5.473  -0.192
S  -0.345  3.338  -1.684
C  -2.898  0.495  1.851
C  -4.115  0.222  2.482
C  -4.642  -1.054  2.435
C  -3.943  -2.041  1.760
C  -2.740  -1.688  1.168
N  -2.217  -0.466  1.215
H  -1.741  3.315  3.295
H  -2.943  2.167  3.918
H  -3.414  3.500  2.830
H  -0.803  5.889  0.721
H  -0.030  5.853  -0.829
H  -4.647  1.017  2.986
H  -5.588  -1.274  2.916
H  -4.303  -3.059  1.697
H  -2.160  -2.436  0.639
C  3.674  1.844  0.526
C  3.873  0.426  -0.030
N  2.994  -0.581  0.528
C  3.330  -1.165  1.796
C  3.130  -0.245  3.000
S  1.493  0.546  3.103
C  1.932  2.310  3.023
C  1.809  3.010  1.666
N  2.282  2.241  0.540
H  4.069  1.910  1.541
H  4.302  2.524  -0.071
H  3.648  0.443  -1.097
H  4.941  0.162  0.080
H  2.781  -1.279  -0.182
H  2.696  -2.046  1.934
H  4.377  -1.525  1.847
H  3.278  -0.827  3.910
H  3.871  0.551  3.009
H  1.279  2.824  3.730
H  2.942  2.385  3.430
H  0.757  3.229  1.485
H  2.321  3.984  1.784
H  1.973  2.666  -0.328
C  -1.280  0.076  -4.558
C  -1.571  -1.019  -3.533
C  -2.650  -0.519  -2.570
C  -2.048  -2.293  -4.234
O  -0.429  -1.310  -2.754
Ge  1.313  -1.603  -3.446
O  1.866  -2.261  -1.753
C  1.457  -3.514  -1.243
C  0.316  -3.295  -0.245
C  0.980  -4.475  -2.335
C  2.657  -4.142  -0.530
O  1.960  0.108  -2.991
C  2.811  0.824  -3.870
C  2.149  1.035  -5.236
C  3.068  2.197  -3.249
C  4.138  0.081  -4.051
H  -2.191  0.363  -5.091
H  -0.544  -0.263  -5.290
H  -0.885  0.956  -4.046
H  -3.601  -0.368  -3.087
H  -2.354  0.431  -2.119
H  -2.801  -1.250  -1.771
H  -2.945  -2.110  -4.830
H  -2.274  -3.059  -3.488
H  -1.262  -2.674  -4.890
H  -0.527  -2.843  -0.771
H  0.640  -2.615  0.552
H  -0.001  -4.231  0.223
H  0.094  -4.081  -2.836
H  0.725  -5.444  -1.897
H  1.761  -4.624  -3.082
H  3.023  -3.481  0.257
H  3.468  -4.299  -1.244
H  2.393  -5.101  -0.077
H  1.210  1.575  -5.110
H  1.940  0.077  -5.715
H  2.800  1.615  -5.896
H  2.121  2.696  -3.032
H  3.646  2.823  -3.934
H  3.632  2.108  -2.319
H  3.972  -0.883  -4.538
H  4.597  -0.106  -3.078
H  4.835  0.662  -4.662
Cl  -1.208  -4.051  3.227
Si  -0.331  -2.222  3.644
Cl  1.321  -2.693  4.797
Cl  -1.635  -1.142  4.803

# C26H50IN2O9

3 unconnected molecules or ions with the total composition C26H50IN2O9 (ωB97M-V/def2-TZVPD, the OMol25 dataset).

LUMO energy: -3.86 eV
total energy: -57273.6130 eV
total charge: +1
E_HOMO: -12.3 eV

Atoms and positions in Å:
C  4.969  0.796  -0.661
C  3.618  1.489  -0.895
C  3.072  2.145  0.376
C  2.447  1.163  1.357
C  1.215  0.432  0.831
C  0.651  -0.575  1.857
C  0.796  -2.062  1.498
C  2.139  -2.508  0.914
C  2.329  -2.476  -0.614
C  1.074  -2.773  -1.458
C  0.432  -1.521  -1.945
N  0.998  -0.675  -2.822
I  2.730  -0.865  -3.873
C  0.156  0.407  -3.042
C  -0.962  0.178  -2.280
N  -0.770  -1.017  -1.623
C  -1.795  -1.570  -0.714
O  -3.001  -1.063  -1.154
C  -3.899  -0.600  -0.154
C  -4.114  0.926  -0.192
O  -3.727  1.502  -1.421
C  -3.018  2.725  -1.271
C  -2.478  3.177  -2.618
O  -1.117  2.840  -2.839
C  -0.180  3.863  -2.548
C  0.361  3.807  -1.111
H  4.803  -0.150  -0.150
H  5.436  0.574  -1.617
H  5.631  1.408  -0.058
H  3.714  2.238  -1.679
H  2.932  0.723  -1.254
H  3.920  2.613  0.878
H  2.381  2.955  0.150
H  2.128  1.718  2.240
H  3.188  0.444  1.710
H  1.404  -0.030  -0.134
H  0.453  1.193  0.653
H  1.092  -0.370  2.829
H  -0.415  -0.371  1.964
H  -0.043  -2.342  0.870
H  0.658  -2.627  2.418
H  2.366  -3.512  1.262
H  2.921  -1.881  1.344
H  2.779  -1.533  -0.909
H  3.076  -3.229  -0.858
H  0.364  -3.371  -0.901
H  1.356  -3.329  -2.351
H  0.354  1.226  -3.704
H  -1.872  0.732  -2.168
H  -1.770  -2.654  -0.819
H  -1.558  -1.250  0.297
H  -3.570  -0.874  0.847
H  -4.847  -1.103  -0.321
H  -5.180  1.101  -0.040
H  -3.607  1.404  0.646
H  -2.216  2.596  -0.542
H  -3.702  3.493  -0.901
H  -3.061  2.668  -3.384
H  -2.633  4.247  -2.735
H  -0.595  4.844  -2.772
H  0.650  3.715  -3.236
H  1.447  3.755  -1.117
H  0.097  4.703  -0.556
H  -0.007  2.926  -0.596
C  6.810  -4.841  -0.705
O  5.510  -4.978  -0.118
C  5.348  -6.109  0.575
O  6.171  -6.969  0.723
O  4.111  -6.114  1.073
C  3.792  -7.278  1.845
H  6.805  -3.890  -1.230
H  7.578  -4.831  0.065
H  7.000  -5.649  -1.407
H  4.455  -7.361  2.704
H  3.861  -8.174  1.233
H  2.769  -7.144  2.184
C  -5.465  4.605  1.476
O  -6.723  4.680  2.137
C  -7.025  3.585  2.837
O  -6.343  2.593  2.909
O  -8.198  3.774  3.425
C  -8.654  2.672  4.216
H  -5.342  5.538  0.931
H  -4.655  4.498  2.196
H  -5.454  3.771  0.775
H  -7.956  2.468  5.025
H  -8.781  1.785  3.600
H  -9.612  2.974  4.627

# C26H51BrF3NO10

3 unconnected molecules or ions with the total composition C26H51BrF3NO10 (ωB97M-V/def2-TZVPD, the OMol25 dataset).

LUMO energy: -0.02 eV
SMILES: CCCCN[C@]1(C)OC(=O)[C@@H](C[C@H](C)O)[C@]1(Br)COC(F)(F)F.COCCOCCOC.COCCOCCOC
total energy: -127936.7981 eV
E_HOMO: -9.0 eV

Atoms and positions in Å:
C  -2.859  -1.603  4.014
C  -3.279  -3.218  3.965
C  -2.133  -3.920  2.970
C  -0.741  -4.195  3.800
N  0.330  -3.153  3.637
C  1.149  -3.293  2.380
C  1.794  -4.788  1.998
O  2.411  -2.587  2.790
C  3.247  -1.985  1.717
O  4.573  -1.824  1.691
C  2.155  -1.619  0.520
C  2.618  -1.882  -1.030
C  3.867  -0.884  -1.524
C  3.282  0.656  -1.813
O  4.278  -1.394  -2.872
C  0.747  -2.340  1.064
Br  -0.280  -3.278  -0.429
C  -0.112  -0.970  1.494
O  0.513  -0.223  2.597
C  -0.298  0.924  3.030
F  0.508  2.183  2.935
F  -0.576  0.727  4.497
F  -1.528  1.157  2.235
H  -3.017  -1.210  2.922
H  -3.538  -0.983  4.739
H  -1.710  -1.588  4.326
H  -4.339  -3.279  3.471
H  -3.276  -3.713  5.049
H  -1.991  -3.349  1.960
H  -2.588  -4.995  2.722
H  -0.424  -5.299  3.586
H  -1.051  -4.173  4.954
H  0.936  -3.070  4.506
H  1.308  -5.265  1.045
H  1.621  -5.577  2.877
H  2.953  -4.755  1.828
H  2.170  -0.427  0.581
H  3.020  -2.997  -1.167
H  1.742  -1.651  -1.808
H  4.777  -0.892  -0.789
H  3.845  1.345  -1.049
H  2.132  0.743  -1.586
H  3.559  1.044  -2.897
H  3.515  -1.173  -3.513
H  -0.180  -0.320  0.496
H  -1.201  -1.331  1.725
C  0.981  -0.393  -5.502
O  2.002  -1.045  -6.240
C  1.972  -2.464  -6.104
C  2.463  -3.140  -7.390
O  1.520  -3.096  -8.471
C  1.282  -1.808  -9.055
C  2.455  -1.268  -9.881
O  3.523  -0.850  -9.034
C  4.802  -1.107  -9.592
H  1.201  -0.443  -4.432
H  0.950  0.652  -5.814
H  0.002  -0.838  -5.710
H  0.958  -2.818  -5.878
H  2.634  -2.729  -5.274
H  2.609  -4.204  -7.174
H  3.434  -2.757  -7.703
H  0.953  -1.090  -8.304
H  0.433  -1.950  -9.734
H  2.130  -0.397  -10.457
H  2.788  -2.048  -10.578
H  4.889  -2.152  -9.909
H  5.553  -0.927  -8.817
H  4.989  -0.437  -10.434
C  -5.196  5.255  7.232
O  -4.839  5.743  5.948
C  -4.138  6.984  5.996
C  -3.137  7.083  4.839
O  -1.966  6.270  5.005
C  -2.160  4.852  4.920
C  -2.472  4.346  3.507
O  -3.799  4.698  3.122
C  -3.908  5.015  1.743
H  -6.001  5.862  7.653
H  -5.542  4.226  7.121
H  -4.330  5.251  7.903
H  -3.599  7.097  6.946
H  -4.879  7.784  5.911
H  -2.771  8.116  4.800
H  -3.611  6.892  3.876
H  -2.901  4.512  5.644
H  -1.207  4.409  5.229
H  -2.400  3.254  3.482
H  -1.736  4.764  2.809
H  -3.163  5.764  1.452
H  -4.900  5.442  1.569
H  -3.797  4.112  1.138

# C26H51Cl3LaN2O3PSi

A molecular structure, C26H51Cl3LaN2O3PSi (ωB97M-V/def2-TZVPD, the OMol25 dataset).

LUMO energy: 0.19 eV
total energy: -92512.7902 eV
E_HOMO: -6.8 eV

Atoms and positions in Å:
C  -1.475  -2.195  -4.481
C  -1.211  -3.044  -3.263
H  -1.799  -2.804  -5.335
H  -0.568  -1.638  -4.767
H  -2.249  -1.454  -4.247
C  -0.623  -4.250  -3.357
C  -0.092  -4.820  -4.624
H  -0.532  -4.895  -2.482
H  0.435  -4.066  -5.234
H  -0.896  -5.249  -5.248
H  0.615  -5.630  -4.397
La  0.453  0.974  -0.552
Cl  -2.272  1.268  0.030
Cl  2.799  1.962  -1.574
H  1.353  5.237  3.393
H  -1.053  6.141  3.089
C  1.372  5.027  2.319
C  -0.970  5.875  2.031
N  0.003  4.806  1.854
H  1.963  4.136  2.118
C  -0.301  3.710  1.190
O  0.564  2.822  0.928
H  -1.945  5.514  1.666
H  -1.354  3.581  0.870
H  1.806  5.891  1.800
H  -0.680  6.768  1.459
H  1.373  -1.619  -2.978
H  2.767  -4.414  -2.107
C  2.450  -1.549  -2.763
C  3.474  -3.630  -1.794
N  2.789  -2.353  -1.582
H  2.717  -0.494  -2.593
C  2.495  -1.926  -0.351
O  1.830  -0.879  -0.121
H  3.960  -3.944  -0.862
H  2.859  -2.564  0.470
H  3.022  -1.952  -3.601
H  4.223  -3.508  -2.584
O  -0.739  -1.191  -2.090
C  -1.454  -2.320  -1.945
C  -0.002  -3.780  -0.420
C  -1.226  -3.162  -0.669
H  0.837  -3.590  -1.098
C  0.140  -4.699  0.629
H  -2.527  -2.043  -1.945
C  -2.295  -3.393  0.191
H  1.093  -5.196  0.790
C  -0.958  -4.985  1.449
C  -2.171  -4.325  1.227
H  -3.233  -2.870  -0.003
H  -0.873  -5.727  2.241
H  -3.038  -4.539  1.858
Si  -0.674  3.224  -3.774
Cl  -0.338  1.138  -3.156
C  1.021  3.980  -3.774
C  -1.815  4.014  -2.546
C  -1.381  3.181  -5.493
H  1.614  3.672  -2.899
H  0.910  5.073  -3.773
H  1.578  3.687  -4.674
H  -0.678  2.731  -6.208
H  -1.549  4.227  -5.794
H  -2.339  2.649  -5.545
H  -1.892  3.485  -1.589
H  -2.818  4.081  -2.981
H  -1.455  5.037  -2.369
C  -2.302  0.480  3.618
C  -0.806  0.703  3.818
P  0.198  -0.089  2.500
C  1.940  0.345  2.957
C  2.442  -0.158  4.302
C  0.066  -1.894  2.837
C  -0.157  -2.346  4.274
H  -2.605  0.779  2.605
H  -2.859  1.092  4.337
H  -2.593  -0.566  3.772
H  -0.586  1.780  3.761
H  -0.467  0.337  4.798
H  2.563  -0.050  2.138
H  1.998  1.446  2.908
H  2.592  -1.243  4.305
H  3.416  0.302  4.510
H  1.773  0.109  5.128
H  -0.764  -2.242  2.202
H  0.974  -2.359  2.423
H  -1.054  -1.901  4.717
H  -0.295  -3.435  4.284
H  0.701  -2.124  4.919

Q: What is the total energy in the first record?
A: -176340.4665 eV